ORCA calculation (ωB97M-V/def2-TZVPD) on a structure of composition C31H49BIrN6STe in a non-equilibrium geometry.

Summary:
- M (g mol⁻¹) = 868.47
- energy relative to the best compared isomer or geometry (same formula, charge and spin) (eV) = 0.000
- LUMO (spin up / spin down) (eV) = -3.2588 / -3.2585
- F_max (eV/Å) = 1.643
- DFT total energy (eV) = -63523.6588
- highest occupied orbital energy (spin up / spin down) (Eh) = -0.35472 / -0.35473
- 2S+1 = 1
- net charge = +1

The geometry in XYZ format:
```
90
Properties=species:S:1:pos:R:3:forces:R:3
C 0.424253 4.992749 0.925495 0.0 0.0 0.0
H 2.271665 -0.275582 4.612986 0.0 0.0 0.0
C -1.668058 1.542489 -3.046705 -0.1 0.0 0.1
H -1.936231 -3.987542 3.583755 0.0 0.0 0.0
H 5.476438 0.214414 2.027746 0.0 0.0 0.0
C 4.883249 1.025629 -0.704639 0.0 0.0 0.0
H 5.201794 -0.946222 0.039380 0.0 0.0 0.0
C 1.461908 -3.003939 -2.758395 -0.1 0.2 -0.1
H 4.041664 1.205279 1.822246 0.0 0.0 0.0
C 1.925469 -2.502569 -4.133468 0.0 0.0 0.0
H 2.026939 -3.906788 -2.515450 0.1 0.0 0.0
N -0.375324 1.059827 -0.972823 0.3 1.0 0.0
H -3.713559 1.779084 -3.732916 0.1 0.0 0.0
H 2.579785 1.123782 3.579165 0.0 0.0 0.0
H 2.304990 3.293013 2.000599 0.0 0.0 0.0
H -7.941727 -1.567561 -0.491764 0.0 0.0 0.0
H 3.148711 4.643600 1.256900 0.0 0.0 0.0
C 4.450848 0.209523 1.655712 0.0 -0.1 0.0
C 0.042522 -0.173372 3.040817 0.0 -0.2 0.0
C -1.484693 -3.229958 1.595024 -0.1 0.0 0.0
C -4.710805 -0.692209 -0.313312 -0.3 -0.1 0.0
H -1.521972 -2.600950 -0.548336 0.2 -0.4 -0.3
H -0.328409 -3.918245 -1.908059 0.0 0.1 0.0
H -2.267253 -4.152231 -0.209900 0.2 0.1 -0.2
H -3.077780 3.185490 -2.867969 0.0 0.0 0.0
H 2.100727 1.235021 1.408366 -0.2 -0.1 -0.1
H -2.118036 -0.513565 -2.360723 0.1 0.2 -0.1
C 1.968098 0.751106 4.401257 0.0 0.0 0.0
H 3.283885 3.038218 0.551705 0.0 0.0 0.0
H -0.217456 4.055234 -2.203513 0.0 0.0 0.0
H -1.248349 2.007775 -3.941541 0.1 -0.1 -0.1
S -4.626942 -1.441252 -1.849701 0.0 0.0 -0.2
N -0.285472 -1.169080 1.121359 0.1 0.7 0.2
H 1.718394 -3.248704 -4.901997 0.0 0.0 0.0
H -3.257307 -3.076701 2.830241 0.0 0.0 0.0
C -0.710975 -1.327816 3.272178 0.3 -0.1 -0.1
H 1.401852 -1.579204 -4.398729 0.0 0.0 0.0
C -1.648157 0.030977 -3.246976 0.3 -0.1 0.5
H -2.885862 -4.720202 2.294672 0.0 0.0 0.0
N 1.102398 -1.140834 -1.034369 0.2 -0.2 -0.4
H 2.180351 1.354841 5.284447 0.0 0.0 0.0
H -1.030038 2.321606 3.564857 0.0 0.0 0.0
H -0.650261 -2.536641 -2.975589 -0.1 0.1 0.0
H -0.176534 -4.068229 -3.656943 0.1 0.0 0.1
H 0.381888 2.970475 4.410545 0.0 0.0 0.0
H 0.962207 5.854354 1.324299 0.0 0.0 0.0
C 0.055149 2.244505 3.664360 -0.1 0.0 0.0
Ir -0.964456 -0.765141 -0.668903 -1.0 -1.1 -0.6
N 0.488061 1.662152 -0.118849 -0.3 0.2 0.1
H -3.552728 1.747814 -1.975165 -0.1 -0.1 0.2
C -6.289576 -1.842410 -1.843588 -0.2 -0.1 -0.1
H -0.366263 5.357972 0.269577 0.0 0.0 0.0
H -1.058134 -1.679094 4.230144 0.0 0.0 -0.1
H 5.771228 1.508185 -0.291045 0.0 0.0 0.0
C 2.598891 3.725713 1.044383 0.0 0.0 0.0
H 4.070287 -2.293804 -1.706946 -0.1 0.0 0.0
C -0.009445 -3.397668 -2.812785 0.1 -0.1 0.1
Te -3.063013 0.186374 0.600160 -0.1 0.3 -0.1
H -3.118747 -2.670411 0.249807 0.0 -0.1 0.0
H 1.778779 4.653634 -0.677240 0.0 0.0 0.0
H 5.109596 0.702246 -1.721251 0.0 0.0 0.0
H -0.047201 4.470246 1.758534 0.0 0.0 0.0
C -6.893150 -1.413370 -0.704947 0.2 0.1 0.1
C -5.984215 -0.755054 0.180503 0.0 -0.1 -0.1
H -0.077263 0.556776 4.966868 0.0 0.0 0.0
H 4.084176 1.766909 -0.763968 0.0 0.0 0.0
C -0.891661 -1.924784 2.029845 -0.2 -0.3 0.3
H -0.644431 -0.348115 -3.435666 0.0 0.1 -0.1
C 3.197554 -0.773340 -0.394512 -0.1 0.2 0.1
C -3.091449 2.094859 -2.893039 0.1 0.1 0.0
H 2.995284 -2.291968 -4.142924 0.0 0.0 0.0
C -0.139352 3.142665 -1.634247 -0.1 -0.1 -0.1
C 0.626216 2.953616 -0.492078 0.2 0.1 -0.1
C 0.476010 0.832143 4.067406 0.0 0.0 0.0
N 0.287082 -0.098745 1.717886 0.1 0.1 0.3
C 4.456227 -0.160650 0.170857 -0.1 0.1 0.0
C -2.146640 -3.154827 0.213601 -0.2 0.3 0.6
H -6.734205 -2.359435 -2.680652 0.0 0.0 0.1
B 1.269132 0.676377 0.781216 0.5 0.0 -0.1
H -0.641689 -3.921770 1.499781 0.1 0.0 0.1
C 3.199147 -1.775897 -1.335699 0.0 -0.2 -0.1
N 1.911686 -0.382429 -0.204568 -0.1 -0.2 0.0
H -6.265650 -0.347718 1.142795 0.0 0.0 0.0
H -2.297409 -0.278080 -4.064179 -0.1 -0.1 0.1
C -0.758117 1.928161 -1.915401 0.0 0.0 0.1
C -2.446432 -3.784496 2.641842 -0.2 0.0 -0.1
H 0.498846 2.514416 2.706806 0.0 0.0 0.0
H 3.881169 -0.504711 2.253566 0.0 0.0 0.0
C 1.398894 4.076746 0.168508 0.0 -0.1 0.0
C 1.869007 -1.992699 -1.710716 0.2 0.0 0.1
```
Forces are in eV/Å.